Entry 1:
Computed, not measured: C30H35CdN7O as an isolated structure, with ωB97M-V/def2-TZVPD.

Positions of all 74 atoms, in Å:
Cd  -0.50047  0.14279  -0.00284
C  5.88486  -0.60420  -2.25037
C  4.43552  -0.20036  -2.22474
C  4.05299  1.13669  -2.19982
C  2.71754  1.49190  -2.11496
C  1.69657  0.54312  -2.05742
N  0.35669  0.93902  -1.89091
C  -0.37906  1.05613  -3.03433
C  0.14214  0.79354  -4.32187
C  -0.61082  0.92109  -5.47301
C  -1.94678  1.30587  -5.44344
C  -2.78325  1.39406  -6.69136
C  -2.48176  1.56895  -4.19225
C  -1.73337  1.46847  -3.02877
N  -2.39780  1.84148  -1.81635
C  -3.13567  2.95041  -1.62820
C  -3.77264  2.83166  -0.41238
C  -3.34760  1.59503  0.08107
N  -2.53011  0.99508  -0.77554
C  2.09013  -0.80000  -2.14469
C  3.43217  -1.15802  -2.19832
N  1.12534  -1.84515  -2.24958
C  1.20940  -2.91861  -3.06968
C  0.12296  -3.71606  -2.81379
C  -0.58043  -3.03289  -1.80834
N  0.03085  -1.91005  -1.47122
H  6.51380  0.21547  -2.59638
H  6.04882  -1.45807  -2.90842
H  6.22935  -0.88790  -1.25358
H  4.81057  1.91093  -2.24233
H  2.42550  2.53474  -2.09717
H  1.17821  0.49389  -4.40946
H  -0.14067  0.70660  -6.42704
H  -2.15432  1.48305  -7.57741
H  -3.44833  2.25876  -6.66790
H  -3.40686  0.50592  -6.82024
H  -3.52330  1.85945  -4.10074
H  -3.15086  3.72765  -2.37270
H  -4.43384  3.54223  0.05088
H  -3.56954  1.11647  1.02154
H  3.69080  -2.21086  -2.21258
H  2.01548  -3.00762  -3.77698
H  -0.13881  -4.64072  -3.29621
H  -1.50755  -3.29997  -1.32708
C  -0.76404  -1.43371  1.70557
C  0.66996  -1.26985  1.74584
C  0.97216  -0.49443  2.86789
C  -0.23008  -0.17609  3.52980
C  -1.29084  -0.75213  2.83436
H  -1.28494  -2.19245  1.13489
H  1.37479  -1.77217  1.09721
H  1.96745  -0.20836  3.17636
H  -0.31665  0.42786  4.42352
H  -2.33501  -0.72012  3.11364
C  2.09742  2.65114  0.58365
N  1.52365  2.98914  1.87165
C  2.45276  3.01027  2.98612
C  0.19096  2.75296  2.03715
O  -0.48088  2.15537  1.18449
N  -0.40516  3.24775  3.16103
C  -0.03043  4.51562  3.75667
C  -1.75790  2.80171  3.43633
H  2.95934  3.29257  0.39292
H  1.35488  2.80502  -0.19343
H  2.42556  1.60588  0.55186
H  3.19048  2.21568  2.85774
H  1.93146  2.83009  3.92213
H  2.98574  3.96299  3.04949
H  0.82640  4.94119  3.24294
H  0.21021  4.40768  4.81720
H  -0.85976  5.22326  3.66427
H  -1.83755  1.74078  3.21342
H  -2.49488  3.34690  2.83734
H  -1.96664  2.96350  4.49416

## Properties
- orbital gap (eV) = 7.533
- E_HOMO (eV) = -6.836
- energy relative to the best compared isomer or geometry (same formula, charge and spin) (kJ/mol) = 5.72
- LUMO (eV) = 0.697
- charge = 0

Atomic partial charges in e from the Löwdin method, atoms 1 to 4: number 1, Cd, carries 1.421; number 2, C, carries -0.053; number 3, C, carries -0.275; number 4, C, carries -0.037


Entry 2:
Computed, not measured: C30H35Cl2FeN6O2Si as an isolated structure in a non-equilibrium geometry, with ωB97M-V/def2-TZVPD.

Positions of all 77 atoms, in Å:
Fe  -0.10216  0.04387  0.06527
Cl  -1.05233  3.56607  -5.61544
C  -0.31860  2.68885  -4.31618
C  -1.12906  2.00497  -3.43046
C  -0.55738  1.30866  -2.36518
N  -1.20217  0.62983  -1.37242
C  -2.54303  0.31921  -1.37965
O  -3.37510  0.66162  -2.23217
C  -2.87040  -0.49589  -0.22255
C  -4.18898  -0.84767  0.08370
C  -4.45122  -1.66590  1.15098
C  -3.35661  -2.13523  1.91745
C  -2.09159  -1.72486  1.58326
N  -1.81196  -0.90498  0.56346
C  0.87146  1.30167  -2.21348
C  1.66657  1.99966  -3.12594
C  1.06966  2.69048  -4.16052
Cl  2.06949  3.59749  -5.24570
N  1.28170  0.61728  -1.11422
C  2.59378  0.29045  -0.82601
O  3.57549  0.51126  -1.56029
C  2.68525  -0.38279  0.44658
C  3.93430  -0.71356  1.00172
C  4.00869  -1.37671  2.19445
C  2.79383  -1.70488  2.84413
C  1.60762  -1.32027  2.26839
N  1.49963  -0.67402  1.10786
H  -2.20093  2.02497  -3.53524
H  -4.96122  -0.45623  -0.56171
H  -5.45980  -1.95387  1.40768
H  -3.50966  -2.80080  2.75342
H  -1.23499  -2.06124  2.15392
H  2.73696  2.00938  -2.99966
H  4.81246  -0.42016  0.44720
H  4.95604  -1.64276  2.64143
H  2.79717  -2.24476  3.77807
H  0.67293  -1.54066  2.77013
N  1.31762  -2.52894  -1.72984
C  1.17298  -3.43453  -2.71702
C  -0.16293  -3.75985  -2.76122
C  -0.75214  -2.98056  -1.75514
N  0.15727  -2.24186  -1.14580
H  2.15146  -2.03149  -1.44489
H  2.00168  -3.78279  -3.30190
H  -0.64809  -4.45162  -3.42133
H  -1.78239  -2.93746  -1.46165
C  0.71231  1.69940  3.05114
Si  -0.19640  2.08625  1.37256
C  0.75139  3.72569  0.74013
C  0.10886  4.27136  -0.53357
C  2.19930  3.35320  0.42997
C  0.81813  4.86598  1.76125
C  -2.03237  2.59497  2.00351
C  -2.08424  3.82789  2.90989
C  -2.96566  2.85146  0.82538
C  -2.58947  1.43466  2.82308
H  0.60727  2.51860  3.75553
H  1.76986  1.53097  2.88754
H  0.31585  0.80569  3.51741
H  -0.05706  3.48194  -1.25729
H  0.75058  5.02185  -0.99723
H  -0.84740  4.74118  -0.31713
H  2.25577  2.59469  -0.33734
H  2.69981  2.97942  1.31898
H  2.74616  4.22905  0.07673
H  -0.14308  5.34505  1.90486
H  1.51089  5.62860  1.40362
H  1.17517  4.51499  2.72307
H  -1.97669  4.74359  2.33926
H  -1.31569  3.80307  3.67408
H  -3.05398  3.87075  3.40756
H  -2.68288  3.75814  0.29931
H  -3.99447  2.96780  1.16925
H  -2.94178  2.03325  0.11672
H  -2.00025  1.28231  3.72207
H  -2.58391  0.51908  2.25047
H  -3.61725  1.64152  3.12513

## Properties
- orbital gap (spin up / spin down) (eV) = 5.924 / 5.934
- E_HOMO (spin up / spin down) (eV) = -3.727 / -3.736
- energy relative to the best compared isomer or geometry (same formula, charge and spin) (kJ/mol) = 14.78
- LUMO (spin up / spin down) (eV) = 2.197 / 2.198
- charge = -1

Atomic partial charges in e from the Löwdin method, atoms 1 to 4: number 1, Fe, carries 0.285; number 2, Cl, carries 0.630; number 3, C, carries -0.695; number 4, C, carries -0.041


Entry 3:
Computed, not measured: one molecule with the formula C30H35N3O4 in a non-equilibrium geometry, with ωB97M-V/def2-TZVPD.

Positions of all 72 atoms, in Å:
C  -4.14704  -5.77937  0.32380
O  -2.92761  -5.51834  1.06120
C  -2.02364  -4.67539  0.48088
C  -0.75575  -4.67024  1.08554
C  0.11851  -3.63876  0.83944
C  -0.30556  -2.59710  -0.02174
C  0.55107  -1.33704  -0.20364
C  1.82965  -1.58770  -0.81249
C  2.68696  -0.65475  -1.62253
N  2.09283  0.66556  -1.98493
C  1.70990  1.46137  -0.95917
C  1.11776  2.65361  -1.14188
C  1.05175  3.16934  -2.46087
N  0.28355  4.26573  -2.69467
C  0.34107  5.01615  -3.92627
C  -0.70192  4.73347  -1.73652
C  1.69968  2.42759  -3.50571
C  2.21371  1.20361  -3.22194
C  2.25209  -2.97776  -1.22386
C  3.72637  -3.24977  -1.15514
O  1.55297  -3.83029  -1.78591
C  -1.47888  -2.70048  -0.76610
C  -2.31779  -3.77360  -0.57485
H  -4.63212  -6.56069  0.90525
H  -4.79315  -4.88662  0.27584
H  -3.93600  -6.13840  -0.69719
H  -0.47794  -5.44406  1.81834
H  1.11723  -3.59473  1.25777
H  0.02039  -0.46858  -0.74351
H  3.63740  -0.50520  -1.05261
H  2.92296  -1.14696  -2.58902
H  1.85404  0.99860  0.02201
H  0.69279  3.19759  -0.29125
H  1.22217  4.75348  -4.51823
H  -0.55638  4.85107  -4.54075
H  0.38906  6.09091  -3.70442
H  -1.11818  3.87829  -1.17297
H  -0.25046  5.44377  -1.01627
H  -1.51534  5.23623  -2.28343
H  1.74652  2.80782  -4.52793
H  2.70021  0.53761  -3.96605
H  4.27865  -2.65637  -0.43024
H  3.88466  -4.29532  -0.93186
H  4.16095  -3.06992  -2.14021
H  -1.70583  -1.94317  -1.51711
H  -3.25499  -3.87225  -1.12761
C  -3.14684  -3.27626  3.65976
C  -3.03439  -2.11928  2.70606
O  -1.62069  -1.86618  2.46516
C  -1.34321  -0.89658  1.57489
C  0.16467  -0.67959  1.35264
N  0.29440  0.68901  1.34882
C  1.11476  1.44425  2.06223
C  0.95214  2.90298  2.06412
C  2.05773  3.74574  2.27973
C  1.92488  5.10219  2.10892
C  0.67698  5.66444  1.79003
C  -0.45831  4.84172  1.71730
C  -0.33246  3.46505  1.83166
O  -2.17797  -0.25498  0.97863
H  -4.12095  -3.76938  3.51726
H  -2.34352  -4.00621  3.51341
H  -3.09642  -2.88080  4.68756
H  -3.55170  -2.31683  1.76116
H  -3.42071  -1.19033  3.13294
H  0.79790  -1.27377  2.14570
H  1.98957  1.01223  2.56529
H  3.01913  3.27316  2.55440
H  2.79901  5.76484  2.22614
H  0.56965  6.74211  1.63791
H  -1.46605  5.27822  1.54959
H  -1.20387  2.78533  1.74750

## Properties
- orbital gap (eV) = 5.062
- E_HOMO (eV) = -5.253
- LUMO (eV) = -0.191
- charge = 0

Atomic partial charges in e from the Löwdin method, atoms 1 to 4: number 1, C, carries -0.070; number 2, O, carries -0.113; number 3, C, carries -0.287; number 4, C, carries -0.010


Entry 4:
Computed, not measured: C30H35N6O2PbS as an isolated structure, with ωB97M-V/def2-TZVPD.

Positions of all 75 atoms, in Å:
Pb  -0.42268  -0.48265  -0.54584
C  -4.60878  1.27985  4.42723
C  -4.89600  1.11735  2.93417
N  -3.98054  1.83632  2.05463
C  -2.66755  1.38211  1.97786
S  -1.48162  2.32794  1.05638
N  -2.25710  0.29354  2.48432
N  -0.93968  0.00717  2.16267
C  -0.21498  -0.88387  3.01152
C  -0.39847  -0.73572  4.50275
C  0.61470  -1.82233  2.47553
C  1.34077  -2.73957  3.35029
C  2.26244  -3.60052  2.85969
C  2.54619  -3.61598  1.46271
C  1.81567  -2.76139  0.67375
N  0.86123  -1.91101  1.08883
H  -5.30554  0.67726  5.01796
H  -4.71009  2.32488  4.73487
H  -3.59301  0.94342  4.64484
H  -5.90436  1.46010  2.70285
H  -4.82482  0.06423  2.66892
H  -4.04054  2.84179  2.11797
H  -1.03308  0.12756  4.70051
H  0.55563  -0.57514  5.02576
H  -0.88295  -1.60734  4.96393
H  1.11214  -2.72374  4.40957
H  2.78282  -4.27884  3.52829
H  3.30801  -4.25268  1.03352
H  2.02126  -2.74129  -0.39247
C  0.02688  -2.71713  -5.37850
N  -0.48454  -2.50131  -3.99758
C  -1.10235  -1.13578  -3.86451
C  0.58865  -2.78499  -2.93563
C  1.66808  -1.73958  -2.87476
C  2.79589  -1.90499  -3.69342
C  3.81598  -0.96933  -3.66950
C  3.69586  0.13112  -2.82541
C  2.58105  0.27350  -2.00668
C  1.53530  -0.66217  -1.98352
H  -0.79197  -2.60142  -6.08452
H  0.45702  -3.71096  -5.46058
H  0.78974  -1.96978  -5.57290
H  -1.22590  -3.17259  -3.82202
H  -0.31540  -0.38979  -3.79628
H  -1.70802  -1.07158  -2.96381
H  -1.73797  -0.95918  -4.73167
H  0.98652  -3.77150  -3.16969
H  0.04887  -2.83539  -1.99654
H  2.89102  -2.78621  -4.32618
H  4.69337  -1.10097  -4.29317
H  4.48246  0.88019  -2.80496
H  2.50539  1.15757  -1.37961
C  -0.24657  0.99357  1.27316
C  1.05239  1.49098  1.89015
C  2.26604  0.94816  1.47519
C  3.46786  1.34460  2.05012
C  3.47915  2.30383  3.05477
C  2.27667  2.84992  3.48483
C  1.07805  2.44487  2.90987
H  2.25611  0.18702  0.70178
H  4.39683  0.90294  1.70631
H  4.41593  2.62232  3.49785
H  2.27010  3.59772  4.27023
H  0.14456  2.87322  3.25376
O  -3.05544  0.67251  -3.00183
C  -2.31928  1.60870  -2.68410
C  -2.79994  3.05781  -2.65075
C  -1.53084  3.84362  -2.34253
C  -0.46675  2.75307  -2.15996
O  0.69664  3.00530  -1.87050
N  -1.00711  1.50235  -2.33192
H  -3.55433  3.14043  -1.86678
H  -3.27276  3.31200  -3.59791
H  -1.58560  4.42188  -1.42102
H  -1.21671  4.51403  -3.14227

## Properties
- orbital gap (eV) = 4.152
- E_HOMO (eV) = -2.292
- energy relative to the best compared isomer or geometry (same formula, charge and spin) (kJ/mol) = 43.69
- LUMO (eV) = 1.860
- charge = -1

Atomic partial charges in e from the Löwdin method, atoms 1 to 4: number 1, Pb, carries 1.252; number 2, C, carries -0.099; number 3, C, carries -0.272; number 4, N, carries -0.038